1.
Here is an isolated molecule of C5H13NO from the Open Molecules 2025 dataset. Energies are from ωB97M-V/def2-TZVPD.

Gap between HOMO and LUMO ... 9.685 eV
Highest occupied orbital energy ... -8.626 eV
LUMO ... 1.1 eV
2S+1 ... 1
SMILES ... CC(C)CNCO

Geometry as XYZ:
```
20
C5H13NO (ωB97M-V/def2-TZVPD)
C -0.4058 1.9458 -1.7529
C -0.4902 0.6631 -0.8441
C -0.2647 -0.5620 -1.6923
C 0.3363 0.6075 0.3711
N -0.1223 -0.4556 1.3620
C 0.8102 -1.5188 1.8915
O 0.6545 -1.9186 3.3248
H -1.2771 1.9938 -2.3224
H -0.4420 2.7993 -1.0434
H 0.4344 1.9729 -2.4403
H -1.5575 0.6038 -0.5788
H 0.7858 -0.5209 -2.1102
H -0.5203 -1.5142 -1.0547
H -0.9814 -0.6367 -2.5385
H 0.2540 1.5194 0.8984
H 1.3618 0.2199 0.1224
H -0.9232 0.0847 1.8368
H 0.8318 -2.5668 1.4162
H 1.7495 -1.0530 1.6492
H -0.2336 -1.6637 3.5053
```

=====

2.
Here is a structure of composition C5H13NO from the Open Molecules 2025 dataset. Energies are from ωB97M-V/def2-TZVPD.

Gap between HOMO and LUMO ... 8.170 eV
Highest occupied orbital energy ... -7.291 eV
LUMO ... 0.9 eV
2S+1 ... 1

Geometry as XYZ:
```
20
C5H13NO (ωB97M-V/def2-TZVPD)
C 0.3299 -0.8628 -0.5849
C -0.5763 0.6074 1.1566
C -1.0301 -0.7460 -0.2895
C 1.0392 -0.0277 -1.6002
C 0.1440 1.8823 0.7927
N -0.0761 -0.0125 2.3237
O -0.4035 -2.4544 -1.5360
H -0.6182 -2.2250 -2.4526
H 0.9539 -1.3971 0.1238
H -1.6420 0.7986 1.2734
H 0.9210 -0.1879 2.3077
H -0.5729 -0.8510 2.5964
H -1.4887 -1.4759 0.3651
H -1.6741 -0.2270 -0.9916
H 1.7605 0.6535 -1.1405
H 0.3414 0.5368 -2.2220
H 1.6115 -0.6855 -2.2578
H -0.2226 2.2881 -0.1513
H -0.0225 2.6391 1.5686
H 1.2256 1.7469 0.7185
```

=====

3.
Here is an isolated molecule of C5H13NO from the Open Molecules 2025 dataset. Energies are from ωB97M-V/def2-TZVPD.

Gap between HOMO and LUMO ... 10.254 eV
Highest occupied orbital energy ... -9.263 eV
LUMO ... 1.0 eV
2S+1 ... 1
SMILES ... CC[C@H](CO)NC

Geometry as XYZ:
```
20
C5H13NO (ωB97M-V/def2-TZVPD)
C -2.3318 0.2401 -0.0274
C -0.9289 0.5715 0.4969
C 0.2940 -0.1593 -0.0753
C 0.2315 -1.6378 0.2531
O -0.7690 -2.3354 -0.4758
N 1.4843 0.4204 0.5193
C 2.1234 1.4634 -0.3163
H -2.6519 -0.7317 0.3405
H -2.4556 0.3352 -1.0962
H -2.9969 0.9559 0.4627
H -0.8804 0.3221 1.5647
H -0.7806 1.6428 0.4560
H 0.2409 -0.1233 -1.1812
H 1.2119 -2.1169 0.0668
H 0.0369 -1.8264 1.3098
H -0.9446 -1.8403 -1.2935
H 2.1607 -0.3283 0.5713
H 2.0970 2.4214 0.2001
H 3.1682 1.2477 -0.4664
H 1.6910 1.4789 -1.3092
```

=====

4.
Here is a cluster of 2 separate species, C5H13NO in total from the Open Molecules 2025 dataset. Energies are from ωB97M-V/def2-TZVPD.

Gap between HOMO and LUMO ... 9.670 eV
Highest occupied orbital energy ... -8.802 eV
LUMO ... 0.9 eV
2S+1 ... 1
SMILES ... C/C=C/CCN.O

Geometry as XYZ:
```
20
C5H13NO (ωB97M-V/def2-TZVPD)
C 2.7775 -1.6737 -0.0789
C 1.3089 -1.6428 0.3223
C 0.7889 -0.4497 0.7222
C -0.7183 -0.4357 1.0964
C -1.5676 -0.5827 -0.1367
N -1.8626 -2.0184 -0.3279
H 3.4350 -2.2839 0.4510
H 2.8356 -1.8440 -1.2073
H 3.1797 -0.6754 0.0113
H 0.7976 -2.7262 0.3370
H 1.2171 0.5839 0.3956
H -0.9400 0.4548 1.5552
H -0.9410 -1.2348 1.8368
H -2.5599 -0.1016 -0.0680
H -1.0478 -0.0868 -0.9729
H -1.3067 -2.6998 0.0671
H -2.0676 -2.2665 -1.2872
O -1.4885 6.3751 -0.9187
H -0.9908 6.8817 -1.6334
H -0.8496 6.4266 -0.1637
```

=====

5.
Here is a cluster of 2 separate species, C5H13NO in total from the Open Molecules 2025 dataset. Energies are from ωB97M-V/def2-TZVPD.

Gap between HOMO and LUMO ... 8.127 eV
Highest occupied orbital energy ... -7.333 eV
LUMO ... 0.8 eV
2S+1 ... 1
SMILES ... CC/C=C(/C)N.O

Geometry as XYZ:
```
20
C5H13NO (ωB97M-V/def2-TZVPD)
C -1.7261 2.1501 1.3707
C -0.6232 2.6661 0.3480
C -0.5495 2.0321 -0.9992
C -0.2149 0.7172 -1.2019
C -0.5304 0.1821 -2.5166
N 0.6759 0.0684 -0.3575
H -1.6159 2.7722 2.3044
H -1.4385 1.1514 1.6896
H -2.6902 2.1635 1.0745
H -0.9394 3.6870 0.3977
H 0.2778 2.5321 1.0398
H -0.6016 2.6475 -1.9180
H -1.5468 -0.3523 -2.3795
H 0.1819 -0.4835 -2.9759
H -0.3277 0.9698 -3.3896
H 0.7346 -0.9899 -0.5740
H 0.7978 0.4370 0.5448
O 2.3874 -6.0570 2.5405
H 3.3148 -6.1620 1.9218
H 1.8882 -6.8816 2.4372
```

=====

6.
Here is a cluster of 2 separate species, C5H13NO in total from the Open Molecules 2025 dataset. Energies are from ωB97M-V/def2-TZVPD.

Gap between HOMO and LUMO ... 10.564 eV
Highest occupied orbital energy ... -9.547 eV
LUMO ... 1.0 eV
2S+1 ... 1
SMILES ... C[C@H]1CCCN1.O

Geometry as XYZ:
```
20
C5H13NO (ωB97M-V/def2-TZVPD)
C 0.2209 0.3363 2.0250
C -0.6285 -0.2525 0.8572
C -1.5034 0.7975 0.0690
C -1.0891 0.6766 -1.4547
C -0.4787 -0.7724 -1.4985
N 0.3831 -0.6979 -0.2500
H -0.1299 0.1080 3.0784
H 1.2009 -0.1222 1.8692
H 0.2492 1.4776 1.9406
H -1.2972 -1.0477 1.1652
H -1.4976 1.8085 0.5339
H -2.5632 0.3799 0.0714
H -0.3110 1.2966 -1.6596
H -1.9656 0.8632 -2.0612
H -1.2615 -1.6437 -1.3987
H 0.1006 -0.9909 -2.4403
H 0.6665 -1.6410 -0.0310
O 3.4681 -0.5789 -0.4319
H 2.6105 -0.1494 -0.6082
H 3.8258 0.1525 0.2243
```